<P>
C4H7NO as an isolated structure, computed with wB97M-V/def2-TZVPD.

The HOMO energy comes out at -8.27 eV. As for the frontier orbital gap: 0.33494 Eh. The charge is 0. The LUMO energy is 0.0311 Eh.

Each line ends with the natural charge from an NBO analysis.
Positions of all 13 atoms, in Å:
C 1.50 0.11 0.62  -0.254
N 0.48 -0.60 1.39  -0.578
C 0.13 -0.08 0.12  0.027
C -0.82 -0.67 -1.59  -0.075
O -1.15 0.69 -1.52  -0.540
C -0.99 0.93 -0.14  -0.075
H 1.81 1.07 1.03  0.206
H 2.30 -0.46 0.14  0.203
H 0.61 -1.61 1.41  0.373
H -1.53 -1.24 -0.95  0.113
H 0.29 -0.75 -0.99  0.230
H -1.88 0.64 0.43  0.181
H -0.74 1.98 0.06  0.190

=====

<Q>
C4H7NO as an isolated structure, computed with wB97M-V/def2-TZVPD.

The HOMO energy comes out at -9.00 eV. As for the frontier orbital gap: 0.36744 Eh. The charge is 0. The LUMO energy is 0.0368 Eh.

Each line ends with the natural charge from an NBO analysis.
Positions of all 13 atoms, in Å:
C -1.12 -0.66 0.05  -0.089
O 0.05 -1.33 -0.38  -0.533
C 1.14 -0.70 0.31  -0.158
C 0.77 0.74 0.58  -0.194
N 0.03 1.31 -0.90  -0.630
C -0.67 0.78 0.26  -0.156
H -1.50 -1.07 0.99  0.176
H -1.88 -0.78 -0.73  0.197
H 1.30 -1.17 1.29  0.194
H 2.04 -0.84 -0.29  0.202
H 1.01 1.68 -0.35  0.401
H 0.20 0.57 -1.58  0.378
H -1.37 1.47 0.74  0.212

=====

<R>
An isolated molecule of C4H7NO, computed with wB97M-V/def2-TZVPD.

The HOMO energy comes out at -9.59 eV. As for the frontier orbital gap: 0.38629 Eh. The charge is 0. The LUMO energy is 0.0338 Eh. As for the SMILES: C[C@H]1NCC1=O.

Each line ends with the natural charge from an NBO analysis.
Positions of all 13 atoms, in Å:
C -1.67 -0.08 -0.37  -0.614
C -0.40 -0.24 0.46  -0.164
N 0.71 -1.11 -0.04  -0.599
C 1.59 0.12 -0.39  -0.361
C 0.56 0.93 0.38  0.587
O 0.62 1.96 0.99  -0.515
H -2.35 -0.93 -0.31  0.219
H -1.45 0.12 -1.42  0.213
H -2.19 0.80 0.03  0.222
H -0.67 -0.43 1.51  0.203
H 1.05 -1.70 0.71  0.366
H 1.59 0.15 -1.47  0.222
H 2.62 0.40 -0.08  0.223

=====

<S>
A 2-piece molecular cluster, C4H7NO overall, computed with wB97M-V/def2-TZVPD.

The HOMO energy (alpha / beta) comes out at -9.90 / -9.84 eV. As for the frontier orbital gap (alpha / beta): 0.31228 / 0.31309 Eh. The charge is 0. The LUMO energy (alpha / beta) is -0.0516 / -0.0487 Eh.

Each line ends with the natural charge from an NBO analysis.
Positions of all 13 atoms, in Å:
C 2.02 0.19 -0.56  -0.446
N 0.71 -0.25 -0.97  -0.330
C -1.73 1.36 0.88  -0.172
C -0.11 -0.62 -0.08  -0.020
C -1.44 -1.17 -0.51  0.396
O -2.12 -1.84 0.23  -0.507
H 2.28 1.11 -1.09  0.216
H 2.75 -0.57 -0.87  0.219
H 2.12 0.35 0.53  0.176
H -1.90 0.90 1.88  0.088
H -0.98 2.15 1.11  0.081
H 0.11 -0.65 1.00  0.166
H -1.70 -0.96 -1.56  0.134

=====

Sorted by energy, starting with the most stable: <R>, <Q>, <S>, <P>.

=====

<P>
An isolated molecule of C4H7NO, computed with wB97M-V/def2-TZVPD.

The HOMO energy comes out at -9.25 eV. As for the frontier orbital gap: 0.37603 Eh. The charge is 0. The LUMO energy is 0.0360 Eh. As for the SMILES: C=C=NCOC.

Each line ends with the natural charge from an NBO analysis.
Positions of all 13 atoms, in Å:
C -2.43 -1.58 0.36  -0.644
C -1.87 -0.40 0.18  0.408
N -1.19 0.61 0.11  -0.439
C 0.13 0.33 0.76  0.089
O 1.09 1.30 0.60  -0.519
C 2.02 1.09 -0.44  -0.249
H -2.94 -1.81 1.29  0.243
H -2.34 -2.34 -0.40  0.242
H -0.08 0.24 1.83  0.179
H 0.48 -0.63 0.36  0.153
H 1.72 1.61 -1.37  0.179
H 2.98 1.49 -0.10  0.191
H 2.14 0.02 -0.66  0.167

=====

<Q>
A 2-piece molecular cluster, C4H7NO overall, computed with wB97M-V/def2-TZVPD.

The HOMO energy comes out at -10.67 eV. As for the frontier orbital gap: 0.41271 Eh. The charge is 0. The LUMO energy is 0.0207 Eh. As for the SMILES: N#CC1CC1.O.

Each line ends with the natural charge from an NBO analysis.
Positions of all 13 atoms, in Å:
N 1.98 0.51 -2.51  -0.332
C 1.36 0.51 -1.53  0.285
C 0.56 0.41 -0.33  -0.366
C -0.86 -0.10 -0.53  -0.391
C -0.63 1.30 -0.09  -0.384
H 1.13 0.15 0.55  0.245
H -1.25 -0.81 0.18  0.252
H -1.13 -0.27 -1.57  0.227
H -0.82 1.51 0.96  0.230
H -0.82 2.13 -0.77  0.229
O -0.06 -1.46 1.96  -0.943
H -0.11 -2.33 2.37  0.478
H 0.64 -1.54 1.30  0.470

=====

<R>
C4H7NO as an isolated structure, computed with wB97M-V/def2-TZVPD.

The HOMO energy (alpha / beta) comes out at -8.41 / -7.93 eV. As for the frontier orbital gap (alpha / beta): 0.30469 / 0.29988 Eh. The charge is 0. The LUMO energy (alpha / beta) is -0.0043 / 0.0084 Eh.

Each line ends with the natural charge from an NBO analysis.
Positions of all 13 atoms, in Å:
O 2.08 1.67 -0.49  -0.661
C 1.19 0.64 -0.50  0.161
C -0.31 -1.72 -0.23  -0.263
C -0.99 -0.47 0.04  -0.222
N -0.86 -0.20 1.43  -0.508
C -0.11 0.74 -0.15  -0.255
H 1.69 2.41 -0.01  0.478
H 1.65 -0.28 -0.84  0.185
H -0.44 -2.54 0.46  0.188
H 0.38 -1.84 -1.06  0.171
H -1.97 -0.33 -0.44  0.200
H -1.75 0.18 1.78  0.313
H -0.56 1.72 0.01  0.211

=====

<S>
C4H7NO as an isolated structure, computed with wB97M-V/def2-TZVPD.

The HOMO energy (alpha / beta) comes out at -8.95 / -8.34 eV. As for the frontier orbital gap (alpha / beta): 0.32001 / 0.28540 Eh. The charge is 0. The LUMO energy (alpha / beta) is -0.0088 / -0.0210 Eh.

Each line ends with the natural charge from an NBO analysis.
Positions of all 13 atoms, in Å:
O -1.17 -1.36 0.15  -0.715
C -0.12 -0.78 -0.51  0.157
C -0.47 0.47 -1.35  -0.514
C 0.13 1.15 -0.18  0.017
N 0.26 -0.02 1.75  -0.703
C 0.87 0.03 0.54  -0.144
H -1.00 -1.12 1.10  0.505
H 0.52 -1.48 -1.04  0.190
H -1.54 0.62 -1.54  0.236
H 0.12 0.53 -2.27  0.229
H -0.42 1.86 0.44  0.204
H 0.89 0.22 2.51  0.346
H 1.94 -0.12 0.38  0.192

=====

Sorted by energy, starting with the most stable: <Q>, <P>, <S>, <R>.

=====

<P>
A 2-piece molecular cluster, C4H7NO overall, computed with wB97M-V/def2-TZVPD.

The HOMO energy comes out at -9.73 eV. As for the frontier orbital gap: 0.39751 Eh. The charge is 0. The LUMO energy is 0.0400 Eh. As for the SMILES: CCC=O.C#N.

Each line ends with the natural charge from an NBO analysis.
Positions of all 13 atoms, in Å:
C -0.38 -0.14 1.69  -0.612
C -0.70 0.37 0.19  -0.480
C 0.21 -0.70 -0.21  0.441
O 1.42 -0.59 -0.30  -0.623
H 0.03 -1.16 1.88  0.235
H 0.39 0.53 2.07  0.233
H -1.32 -0.10 2.22  0.223
H -1.75 0.29 -0.13  0.234
H -0.35 1.40 0.05  0.243
H -0.32 -1.67 -0.26  0.123
C 0.99 0.58 -2.37  0.117
N -0.09 0.96 -2.35  -0.380
H 2.00 0.22 -2.45  0.248

=====

<Q>
A 2-piece molecular cluster, C4H7NO overall, computed with wB97M-V/def2-TZVPD.

The HOMO energy comes out at -9.46 eV. As for the frontier orbital gap: 0.36356 Eh. The charge is 0. The LUMO energy is 0.0160 Eh.

Each line ends with the natural charge from an NBO analysis.
Positions of all 13 atoms, in Å:
C -1.86 -0.41 -0.11  -0.256
N -1.50 0.96 0.27  -0.569
C -0.69 0.25 -0.71  -0.130
C 0.68 -0.20 -0.32  -0.106
C 1.29 0.51 0.84  0.281
O 0.80 -0.68 1.04  -0.454
H -1.66 -1.21 0.59  0.200
H -2.78 -0.50 -0.68  0.204
H -1.04 0.97 1.18  0.356
H -0.73 0.67 -1.72  0.215
H 1.25 -0.80 -1.03  0.207
H 3.22 -0.01 0.05  0.012
H 3.03 0.46 0.60  0.039

=====

Sorted by energy, starting with the most stable: <P>, <Q>.

=====

<P>
An isolated molecule of C4H7NO, computed with wB97M-V/def2-TZVPD.

The HOMO energy comes out at -7.64 eV. As for the frontier orbital gap: 0.30633 Eh. The charge is 0. The LUMO energy is 0.0257 Eh.

Each line ends with the natural charge from an NBO analysis.
Positions of all 13 atoms, in Å:
C 1.29 0.41 0.45  -0.085
O 0.29 0.56 1.45  -0.520
C -0.97 0.13 1.00  0.107
C -0.04 -1.39 -0.81  -0.419
N -0.85 -0.11 -0.44  -0.432
C 0.58 -0.04 -0.82  -0.133
H 2.02 -0.34 0.77  0.197
H 1.78 1.38 0.32  0.177
H -1.27 -0.80 1.49  0.192
H -1.71 0.92 1.18  0.169
H -0.37 -1.64 -1.83  0.145
H -1.51 0.36 -1.05  0.408
H 0.76 0.56 -1.71  0.193

=====

<Q>
An isolated molecule of C4H7NO, computed with wB97M-V/def2-TZVPD.

The HOMO energy comes out at -8.56 eV. As for the frontier orbital gap: 0.34391 Eh. The charge is 0. The LUMO energy is 0.0294 Eh. As for the SMILES: C=NC/C=C/O.

Each line ends with the natural charge from an NBO analysis.
Positions of all 13 atoms, in Å:
C -1.18 -0.99 -0.86  -0.133
N -0.21 -0.48 -1.50  -0.385
C 0.05 0.88 -1.07  -0.267
C 0.88 0.49 0.11  -0.331
C 0.49 -0.45 1.02  0.174
O 0.68 -0.21 2.34  -0.659
H -1.97 -0.39 -0.39  0.150
H -1.25 -2.07 -0.78  0.177
H -0.86 1.43 -0.74  0.170
H 0.58 1.51 -1.79  0.208
H 1.83 0.98 0.32  0.217
H 0.19 -1.49 0.86  0.197
H 0.67 0.75 2.41  0.484

=====

<R>
An isolated molecule of C4H7NO, computed with wB97M-V/def2-TZVPD.

The HOMO energy comes out at -7.59 eV. As for the frontier orbital gap: 0.29881 Eh. The charge is 0. The LUMO energy is 0.0197 Eh. As for the SMILES: C[N@H+]1C=C([O-])C1.

Each line ends with the natural charge from an NBO analysis.
Positions of all 13 atoms, in Å:
C -1.61 -0.10 -0.16  -0.412
N -0.20 0.22 -0.48  -0.408
C 0.61 1.09 0.48  -0.444
C 1.64 0.16 0.58  0.449
O 2.74 0.06 1.10  -0.642
C 0.84 -0.85 -0.30  -0.302
H -2.02 -0.87 -0.82  0.214
H -1.65 -0.44 0.88  0.221
H -2.21 0.81 -0.26  0.217
H 0.08 0.94 -1.14  0.468
H 0.12 1.89 1.02  0.213
H 0.42 -1.65 0.32  0.216
H 1.25 -1.27 -1.22  0.211

=====

<S>
An isolated molecule of C4H7NO, computed with wB97M-V/def2-TZVPD.

The HOMO energy comes out at -9.58 eV. As for the frontier orbital gap: 0.37269 Eh. The charge is 0. The LUMO energy is 0.0207 Eh. As for the SMILES: CC1(C)N=C1O.

Each line ends with the natural charge from an NBO analysis.
Positions of all 13 atoms, in Å:
C -0.90 -1.12 -0.31  -0.629
C -0.02 0.11 -0.23  0.023
C 1.40 0.00 -0.74  -0.633
N -0.76 1.52 -0.36  -0.368
C -0.32 1.11 0.73  0.483
O -0.17 1.42 2.03  -0.676
H -0.42 -1.95 0.23  0.215
H -1.87 -0.93 0.16  0.214
H -1.06 -1.44 -1.34  0.216
H 2.06 0.68 -0.19  0.217
H 1.48 0.22 -1.81  0.221
H 1.77 -1.02 -0.57  0.216
H -1.04 1.44 2.44  0.501

=====

Sorted by energy, starting with the most stable: <S>, <Q>, <R>, <P>.

=====

<P>
A 2-piece molecular cluster, C4H7NO overall, computed with wB97M-V/def2-TZVPD.

The HOMO energy comes out at -9.01 eV. As for the frontier orbital gap: 0.35731 Eh. The charge is 0. The LUMO energy is 0.0262 Eh. As for the SMILES: C=C=N.C=CO.

Each line ends with the natural charge from an NBO analysis.
Positions of all 13 atoms, in Å:
C -2.02 -0.43 0.92  -0.664
C -1.56 0.66 0.38  0.438
N -1.15 1.72 -0.11  -0.647
H -1.65 -0.75 1.89  0.247
H -2.74 -1.05 0.39  0.243
H -0.32 1.55 -0.68  0.378
C 0.85 -0.82 -1.11  -0.512
C 1.59 0.01 -0.38  0.114
O 1.63 -0.06 0.98  -0.682
H 0.26 -1.60 -0.63  0.219
H 0.82 -0.73 -2.19  0.213
H 2.18 0.81 -0.84  0.170
H 2.15 0.67 1.33  0.483

=====

<Q>
An isolated molecule of C4H7NO, computed with wB97M-V/def2-TZVPD.

The HOMO energy comes out at -9.73 eV. As for the frontier orbital gap: 0.39358 Eh. The charge is 0. The LUMO energy is 0.0362 Eh. As for the SMILES: C[C@H]1CNC1=O.

Each line ends with the natural charge from an NBO analysis.
Positions of all 13 atoms, in Å:
C 1.59 -0.03 0.47  -0.611
C 0.36 -0.12 -0.42  -0.315
C -0.90 -0.86 0.10  -0.202
N -1.68 0.31 -0.30  -0.626
C -0.58 1.10 -0.53  0.686
O -0.45 2.28 -0.72  -0.584
H 2.15 0.88 0.25  0.231
H 1.33 -0.02 1.53  0.208
H 2.26 -0.88 0.29  0.214
H 0.62 -0.45 -1.42  0.226
H -0.89 -1.01 1.19  0.182
H -1.18 -1.79 -0.40  0.191
H -2.62 0.59 -0.04  0.401

=====

<R>
An isolated molecule of C4H7NO, computed with wB97M-V/def2-TZVPD.

The HOMO energy comes out at -9.04 eV. As for the frontier orbital gap: 0.36631 Eh. The charge is 0. The LUMO energy is 0.0342 Eh. As for the SMILES: CN1C[C@H]1C=O.

Each line ends with the natural charge from an NBO analysis.
Positions of all 13 atoms, in Å:
C 1.68 0.37 -0.44  -0.403
N 0.57 0.37 0.46  -0.413
C -0.66 1.02 0.40  -0.179
C -0.47 -0.56 0.68  -0.164
C -1.33 -1.28 -0.28  0.395
O -2.05 -2.19 0.05  -0.536
H 2.24 1.29 -0.26  0.208
H 1.45 0.30 -1.51  0.174
H 2.31 -0.47 -0.14  0.212
H -1.03 1.59 1.24  0.199
H -0.95 1.47 -0.58  0.189
H -0.37 -1.09 1.65  0.216
H -1.38 -0.82 -1.28  0.102

=====

Sorted by energy, starting with the most stable: <Q>, <P>, <R>.

=====

<P>
An isolated molecule of C4H7NO, computed with wB97M-V/def2-TZVPD.

The HOMO energy (alpha / beta) comes out at -7.64 / -7.55 eV. As for the frontier orbital gap (alpha / beta): 0.29467 / 0.30576 Eh. The charge is 0. The LUMO energy (alpha / beta) is 0.0140 / 0.0281 Eh.

Each line ends with the natural charge from an NBO analysis.
Positions of all 13 atoms, in Å:
O 2.40 -0.81 -0.67  -0.561
N 1.87 0.22 0.11  -0.143
C 0.46 0.02 0.11  -0.170
C -0.47 -0.88 -0.42  -0.214
C -1.65 0.00 -0.09  -0.422
C -0.62 1.09 0.36  -0.383
H 3.35 -0.81 -0.43  0.477
H -0.37 -1.82 -0.95  0.212
H 0.92 -0.38 1.14  0.370
H -2.27 0.32 -0.95  0.208
H -2.33 -0.36 0.70  0.202
H -0.53 1.92 -0.35  0.216
H -0.71 1.49 1.38  0.208

=====

<Q>
An isolated molecule of C4H7NO, computed with wB97M-V/def2-TZVPD.

The HOMO energy comes out at -9.80 eV. As for the frontier orbital gap: 0.39597 Eh. The charge is 0. The LUMO energy is 0.0356 Eh. As for the SMILES: C[C@H]1CC(=O)N1.

Each line ends with the natural charge from an NBO analysis.
Positions of all 13 atoms, in Å:
C -1.45 -0.41 0.34  -0.633
C -0.28 -0.09 -0.61  -0.038
C 0.56 1.15 -0.22  -0.514
C 1.58 0.14 0.31  0.690
O 2.55 0.18 1.02  -0.576
N 0.92 -0.89 -0.33  -0.628
H -2.16 -1.11 -0.11  0.217
H -1.05 -0.88 1.25  0.215
H -1.99 0.49 0.64  0.218
H -0.59 -0.13 -1.66  0.191
H 0.94 1.71 -1.08  0.236
H 0.12 1.85 0.50  0.227
H 0.95 -1.87 -0.07  0.395

=====

<R>
An isolated molecule of C4H7NO, computed with wB97M-V/def2-TZVPD.

The HOMO energy comes out at -9.34 eV. As for the frontier orbital gap: 0.37496 Eh. The charge is 0. The LUMO energy is 0.0316 Eh. As for the SMILES: O=C1CCCN1.

Each line ends with the natural charge from an NBO analysis.
Positions of all 13 atoms, in Å:
O -1.28 1.22 -1.87  -0.568
C -0.73 0.54 -1.03  0.686
C -1.19 0.00 0.30  -0.515
C 0.06 -0.08 1.17  -0.401
C 1.19 -0.17 0.10  -0.215
N 0.45 -0.21 -1.17  -0.672
H -2.12 0.36 0.74  0.236
H -1.16 -1.01 -0.18  0.248
H 0.22 0.78 1.83  0.210
H 0.02 -0.97 1.81  0.210
H 1.80 0.73 0.11  0.181
H 1.83 -1.04 0.24  0.199
H 0.92 -0.27 -2.06  0.400

=====

Sorted by energy, starting with the most stable: <Q>, <R>, <P>.